No. 1
Computed, not measured: a single O3 molecule, with ωB97M-V/def2-TZVPD.

Each line ends with the Löwdin charge.
Geometry (Å):
1 O -0.95 -0.43 0.04  0.070
2 O 0.22 -0.30 0.23  -0.106
3 O 0.73 0.73 -0.28  0.035

For the LUMO energy, the calculation gives -2.32 eV. As for the HOMO energy: -12.3 eV.



No. 2
Computed, not measured: a molecular structure, C53H47F10N6O3PTeV, with ωB97M-V/def2-TZVPD.

Each line ends with the Löwdin spin population.
Geometry (Å):
1 V 1.36 0.73 -0.67  1.683
2 C -4.49 -0.60 1.17  0.000
3 N -3.64 -0.03 0.15  0.000
4 C -2.29 -0.19 0.03  0.000
5 N -1.83 0.44 -1.04  0.003
6 C -2.91 1.06 -1.62  0.000
7 C -4.06 0.75 -0.90  0.000
8 C -5.47 1.00 -1.20  0.000
9 C -5.96 0.70 -2.47  0.000
10 C -7.29 0.92 -2.78  0.000
11 C -8.16 1.44 -1.82  0.000
12 C -7.68 1.74 -0.56  0.000
13 C -6.35 1.52 -0.24  0.000
14 C -2.83 1.97 -2.78  0.000
15 C -1.79 1.89 -3.69  0.000
16 C -1.74 2.72 -4.80  0.000
17 C -2.74 3.66 -5.02  0.000
18 C -3.76 3.78 -4.09  0.000
19 C -3.80 2.96 -2.97  0.000
20 P -1.43 -1.20 1.27  0.001
21 C -0.29 -0.11 2.18  0.002
22 N 0.62 0.73 1.75  0.023
23 C 1.23 1.24 2.86  0.002
24 C 0.67 0.68 3.99  0.001
25 N -0.30 -0.18 3.54  0.000
26 C -1.18 -0.96 4.38  0.000
27 C 0.93 0.99 5.40  0.000
28 C 1.12 -0.01 6.35  0.000
29 C 1.36 0.32 7.68  0.000
30 C 1.41 1.65 8.07  0.000
31 C 1.23 2.65 7.12  0.000
32 C 0.99 2.32 5.80  0.000
33 C 2.33 2.21 2.89  0.000
34 C 2.23 3.42 2.22  0.000
35 C 3.23 4.37 2.32  0.000
36 C 4.35 4.10 3.10  0.000
37 C 4.47 2.88 3.75  0.000
38 C 3.47 1.94 3.65  0.000
39 C -0.25 -2.04 0.19  0.002
40 N 0.43 -1.57 -0.84  0.001
41 C 1.08 -2.64 -1.41  0.000
42 C 0.77 -3.78 -0.68  0.000
43 N -0.07 -3.38 0.32  0.000
44 C -0.57 -4.22 1.39  0.000
45 C 1.25 -5.15 -0.87  0.000
46 C 0.36 -6.23 -0.94  0.000
47 C 0.84 -7.51 -1.17  0.000
48 C 2.20 -7.72 -1.33  0.000
49 C 3.08 -6.65 -1.27  0.000
50 C 2.61 -5.37 -1.04  0.000
51 C 1.89 -2.67 -2.64  0.000
52 C 1.59 -3.64 -3.60  0.000
53 C 2.33 -3.73 -4.77  0.000
54 C 3.38 -2.85 -5.00  0.000
55 C 3.69 -1.89 -4.05  0.000
56 C 2.96 -1.80 -2.87  0.000
57 H -4.09 -1.55 1.50  0.000
58 H -5.49 -0.75 0.76  0.000
59 H -4.57 0.07 2.04  0.000
60 H -5.29 0.30 -3.21  0.000
61 H -7.66 0.70 -3.78  0.000
62 H -9.20 1.61 -2.07  0.000
63 H -8.35 2.15 0.19  0.000
64 H -5.97 1.79 0.73  0.000
65 H -0.99 1.20 -3.50  0.000
66 H -0.91 2.64 -5.49  0.000
67 H -2.71 4.30 -5.89  0.000
68 H -4.53 4.53 -4.22  0.000
69 H -4.57 3.12 -2.24  0.000
70 H -1.35 -0.43 5.31  0.000
71 H -0.74 -1.94 4.60  0.000
72 H -2.13 -1.11 3.87  0.000
73 H 1.11 -1.05 6.06  0.000
74 H 1.52 -0.46 8.41  0.000
75 H 1.60 1.91 9.10  0.000
76 H 1.27 3.69 7.42  0.000
77 H 0.83 3.10 5.06  0.000
78 H 1.33 3.64 1.65  0.000
79 H 3.14 5.31 1.80  0.000
80 H 5.13 4.85 3.20  0.000
81 H 5.36 2.66 4.32  0.000
82 H 3.59 0.97 4.11  0.000
83 H 0.10 -5.06 1.52  0.000
84 H -1.57 -4.59 1.17  0.000
85 H -0.60 -3.65 2.32  0.000
86 H -0.70 -6.06 -0.84  0.000
87 H 0.15 -8.34 -1.22  0.000
88 H 2.57 -8.73 -1.51  0.000
89 H 4.15 -6.82 -1.39  0.000
90 H 3.29 -4.53 -0.95  0.000
91 H 0.77 -4.32 -3.44  0.000
92 H 2.09 -4.49 -5.50  0.000
93 H 3.96 -2.93 -5.91  0.000
94 H 4.52 -1.21 -4.20  0.000
95 H 3.23 -1.07 -2.14  0.001
96 O 2.70 2.36 -0.62  0.006
97 H 3.53 1.84 -0.88  0.002
98 H 2.85 2.53 0.33  0.003
99 F 4.52 0.62 -1.42  0.000
100 Te 4.26 -0.79 0.45  0.006
101 F 4.33 1.09 1.05  -0.001
102 F 5.67 -0.84 1.98  0.003
103 F 3.21 -0.85 2.09  0.001
104 F 3.33 -2.69 0.45  -0.001
105 O 2.50 -0.26 -0.20  0.031
106 C -0.43 -0.54 -3.51  0.004
107 O 0.78 0.20 -3.65  0.054
108 C 1.35 0.88 -2.67  0.126
109 C 2.35 1.79 -3.31  0.021
110 H -0.22 -1.59 -3.70  0.001
111 H -1.10 -0.16 -4.29  0.001
112 H -0.88 -0.40 -2.54  0.001
113 H 2.20 1.81 -4.39  0.001
114 H 3.36 1.42 -3.10  0.005
115 H 2.26 2.79 -2.89  0.004
116 F 0.18 2.74 -0.45  0.013
117 C -0.96 3.48 0.08  0.000
118 F -0.92 3.17 1.45  0.000
119 C -0.52 4.92 -0.04  0.000
120 F -0.21 5.21 -1.32  0.000
121 F -1.55 5.73 0.32  0.000
122 F 0.54 5.37 0.71  0.000

As for the spin multiplicity: 3. The charge is -1. For the LUMO energy (alpha / beta), the calculation gives 1.84 / 1.84 eV. As for the HOMO energy (alpha / beta): -4.4 / -4.4 eV.



No. 3
Computed, not measured: a single C7H10OS molecule, with ωB97M-V/def2-TZVPD.

Each line ends with the Löwdin spin population.
Geometry (Å):
1 C 0.12 0.28 1.60  0.057
2 C -0.86 -1.04 -0.81  0.004
3 C -0.27 0.19 -1.65  0.031
4 C 0.18 -1.73 0.07  0.011
5 C 0.67 1.33 -1.00  0.090
6 C 0.16 -1.20 1.53  0.103
7 C 0.26 1.75 0.42  0.638
8 O 0.06 0.74 2.86  0.003
9 S -0.18 3.20 1.03  1.011
10 H -1.66 -0.73 -0.15  0.001
11 H -1.34 -1.70 -1.54  0.001
12 H 0.37 -0.14 -2.40  0.003
13 H -1.06 0.63 -2.24  0.001
14 H 0.15 -2.81 0.03  0.000
15 H 1.21 -1.68 -0.43  0.004
16 H 1.61 0.93 -0.97  0.016
17 H 0.66 2.11 -1.84  -0.001
18 H 0.06 -1.80 2.37  0.009
19 H -0.14 1.66 3.13  0.018

As for the spin multiplicity: 3. For the LUMO energy (alpha / beta), the calculation gives 0.74 / -2.99 eV. As for the HOMO energy (alpha / beta): -6.8 / -8.0 eV.



E values, unit Ha, following the record order: -225.45204; -5154.25018; -745.91904.
Energy above the lowest of the compared OMol25 structures with the same formula, charge and spin values, unit kJ/mol, following the record order: 8.86; 6.54; 197.82.